No. 1
Entry from the OMol25 dataset: C21H29N5O6S in the gas phase (ωB97M-V with the def2-TZVPD basis set).

Properties
SMILES string   CCCc1nn(C)c2c(=O)[nH]c(-c3cc(S(=O)(=O)N(CCO)CCO)ccc3OCC)nc12
Relative energy (zero: lowest compared OMol25 entry of this formula, charge and spin)   0.5041 eV

Geometry (Å):
C1 0.5063 3.6787 1.7753
C2 0.1837 3.4165 0.3098
C3 1.4084 3.6065 -0.5881
C4 2.4671 2.6021 -0.3002
N1 3.7428 2.9293 -0.1869
N2 4.4448 1.8226 0.0478
C5 5.8686 1.8559 0.2160
C6 3.6388 0.7427 0.0982
C7 3.9067 -0.6536 0.3073
O1 4.9763 -1.2036 0.4937
N3 2.7217 -1.3787 0.2714
C8 1.4658 -0.8670 0.0630
C9 0.3012 -1.7619 0.0733
C10 -0.9499 -1.1495 0.1548
C11 -2.1111 -1.8847 0.1340
S1 -3.7155 -1.0899 0.2644
O2 -4.5655 -1.6785 -0.7274
O3 -4.1131 -1.1762 1.6465
N4 -3.4018 0.4913 -0.1080
C12 -3.6580 0.9464 -1.4504
C13 -2.3578 1.2092 -2.2289
O4 -2.6150 1.6442 -3.5391
C14 -3.3193 1.4380 0.9788
C15 -4.6797 2.0637 1.3384
O5 -5.7141 1.1238 1.4012
C16 -2.0619 -3.2626 0.0404
C17 -0.8365 -3.8987 -0.0294
C18 0.3539 -3.1714 -0.0108
O6 1.5737 -3.7568 -0.0805
C19 1.6978 -5.1673 -0.2025
C20 3.1846 -5.4799 -0.2681
N5 1.2415 0.3936 -0.1340
C21 2.3276 1.2038 -0.1238
H1 -0.3790 3.5442 2.3932
H2 0.8709 4.6945 1.9106
H3 1.2746 2.9916 2.1221
H4 -0.6033 4.0996 -0.0183
H5 -0.1719 2.3915 0.1930
H6 1.8342 4.6024 -0.4577
H7 1.1027 3.4994 -1.6331
H8 6.3381 2.2764 -0.6743
H9 6.2176 0.8374 0.3763
H10 6.1287 2.4784 1.0734
H11 2.8130 -2.3824 0.3844
H12 -0.9815 -0.0753 0.2224
H13 -4.2292 0.1564 -1.9456
H14 -4.2673 1.8546 -1.4393
H15 -1.7414 0.2983 -2.2276
H16 -1.7862 2.0129 -1.7599
H17 -3.1548 0.9825 -3.9868
H18 -2.6026 2.2241 0.7267
H19 -2.9476 0.8781 1.8391
H20 -4.5681 2.5900 2.2999
H21 -4.9798 2.7967 0.5830
H22 -5.3687 0.2942 1.7677
H23 -2.9824 -3.8227 0.0183
H24 -0.8113 -4.9738 -0.1001
H25 1.2412 -5.6590 0.6655
H26 1.1942 -5.5081 -1.1155
H27 3.3299 -6.5508 -0.3733
H28 3.6817 -5.1434 0.6380
H29 3.6359 -4.9754 -1.1182

Cartesian forces (eV/Å) of the 3 atoms listed first:
-0.14 -0.08 -0.19
0.12 0.17 0.09
-0.19 -0.07 -0.07

=====

No. 2
Entry from the OMol25 dataset: a molecular structure, C21H30AsFI3N3O5S2V (ωB97M-V with the def2-TZVPD basis set).

Properties
<S²>   0.77
Multiplicity   2
Relative energy (zero: lowest compared OMol25 entry of this formula, charge and spin)   0.0000 eV

Geometry (Å):
V1 0.7422 2.4114 -1.4815
C1 -2.2413 -4.7102 -1.7676
C2 -1.0747 -4.3643 -0.8602
N1 -0.4605 -3.0676 -1.2105
C3 -0.8097 -1.9789 -0.5247
C4 -0.3492 -0.7126 -0.7882
C5 -0.8071 0.4102 0.0963
O1 -1.7350 0.2289 0.8623
O2 -0.1333 1.5130 -0.0004
C6 0.5146 -0.5164 -1.8775
O3 0.9668 0.6103 -2.2554
C7 0.9009 -1.6876 -2.6326
C8 1.7831 -1.5478 -3.7166
C9 2.1501 -2.6572 -4.4105
F1 3.0306 -2.5509 -5.4288
C10 1.6572 -3.9396 -4.0993
C11 0.7874 -4.0773 -3.0379
C12 0.4137 -2.9554 -2.2844
N2 2.0172 -5.0644 -4.8518
C13 2.6792 -6.1925 -4.2391
C14 2.1172 -7.4871 -4.7851
N3 2.1238 -7.4710 -6.2974
C15 1.5008 -6.2288 -6.8780
C16 2.1694 -5.0049 -6.2815
H1 -2.6564 -5.6699 -1.4614
H2 -1.9267 -4.8064 -2.8076
H3 -3.0198 -3.9483 -1.7039
H4 -0.3121 -5.1395 -0.8978
H5 -1.3999 -4.2781 0.1748
H6 -1.5036 -2.1151 0.2953
H7 2.1764 -0.5688 -3.9606
H8 0.3947 -5.0686 -2.8372
H9 2.4889 -6.1988 -3.1674
H10 3.7698 -6.1362 -4.3962
H11 1.0729 -7.5992 -4.4988
H12 2.6892 -8.3566 -4.4655
H13 1.5866 -8.2797 -6.6119
H14 3.0762 -7.5705 -6.6504
H15 0.4516 -6.2653 -6.5888
H16 1.6149 -6.2829 -7.9600
H17 1.6718 -4.1228 -6.6786
H18 3.2259 -4.9496 -6.5900
I1 1.8226 3.9924 0.3664
I2 -3.4062 7.0464 -1.7437
C17 -0.2079 5.9341 -2.4011
As1 -1.8261 5.0022 -1.9497
C18 -2.0992 4.2575 -0.1969
C19 -2.7583 4.1787 -3.4153
O4 -0.4942 3.2290 -2.1112
H19 -0.4611 6.9327 -2.7415
H20 0.3104 5.3507 -3.1597
H21 0.4091 5.9621 -1.5039
H22 -2.3469 3.2051 -0.3172
H23 -2.8878 4.8072 0.3048
H24 -1.1512 4.3302 0.3363
H25 -2.8745 4.9272 -4.1952
H26 -3.7402 3.8787 -3.0553
H27 -2.1852 3.3248 -3.7611
I3 2.6796 3.0599 -3.2395
C20 -3.7989 -8.0024 -3.5398
O5 -2.6010 -7.9492 -2.7642
C21 -1.4242 -7.6979 -3.3566
S1 -1.3832 -7.3719 -5.0219
S2 -0.1307 -7.6244 -2.2720
H28 -4.5858 -8.2277 -2.8246
H29 -3.7342 -8.7808 -4.2982
H30 -3.9857 -7.0480 -4.0307

Cartesian forces (eV/Å) of the 3 atoms listed first:
-0.02 0.04 0.05
-0.01 -0.01 0.01
-0.01 0.00 -0.02

=====

No. 3
Entry from the OMol25 dataset: a molecular structure, C21H30Cl2IrN2OS5 (ωB97M-V with the def2-TZVPD basis set).

Properties
<S²>   0.81
Total charge   +2
Multiplicity   2
Relative energy (zero: lowest compared OMol25 entry of this formula, charge and spin)   1.6784 eV

Geometry (Å):
Ir1 -0.0153 0.0574 0.3313
C1 1.5845 0.8519 3.1387
C2 2.3276 -0.4042 2.7449
S1 2.4254 -0.6964 0.9521
C3 3.9776 0.1367 0.5096
C4 3.9951 1.6484 0.4340
S2 2.8845 2.2497 -0.8562
C5 1.9682 3.5179 0.0419
C6 0.5835 3.6255 -0.5461
S3 -0.6096 2.2935 -0.2100
C7 -1.4013 2.8161 1.3388
C8 -0.6054 2.4990 2.5869
S4 -0.1420 0.7323 2.6219
H1 2.0174 1.7297 2.6624
H2 1.6031 0.9898 4.2198
H3 1.8420 -1.2854 3.1656
H4 3.3425 -0.3668 3.1420
H5 4.2324 -0.2915 -0.4610
H6 4.7227 -0.2201 1.2243
H7 5.0126 1.9727 0.2147
H8 3.7179 2.0963 1.3870
H9 2.4620 4.4847 -0.0635
H10 1.9363 3.2781 1.1039
H11 0.6354 3.6816 -1.6342
H12 0.0751 4.5298 -0.2080
H13 -2.3489 2.2794 1.3478
H14 -1.6031 3.8850 1.2631
H15 -1.1973 2.7061 3.4773
H16 0.3112 3.0853 2.6391
Cl1 -2.4027 -0.0310 -1.0239
C9 -1.6170 0.1677 -2.5569
C10 -2.3206 0.5045 -3.6823
C11 -1.6334 0.5738 -4.8974
C12 -0.2744 0.2733 -4.9898
C13 0.4204 -0.0938 -3.8550
Cl2 2.0823 -0.4960 -3.9680
C14 -0.2246 -0.1144 -2.5758
N1 0.4353 -0.3905 -1.4845
H17 -3.3824 0.7037 -3.6291
H18 -2.1739 0.8525 -5.7919
H19 0.2357 0.3159 -5.9418
C15 -5.3284 -0.2999 2.4403
C16 -4.3324 -0.3065 1.3030
O1 -3.0076 0.0579 1.7413
H20 -6.3227 -0.5540 2.0726
H21 -5.3779 0.6825 2.9094
H22 -5.0611 -1.0383 3.1996
H23 -4.6047 0.4331 0.5492
H24 -4.2923 -1.2900 0.8248
H25 -2.8370 -0.4448 2.5462
S5 -0.3299 -2.1622 1.1600
C17 0.2464 -3.2983 -0.0258
N2 1.0057 -4.3193 0.4310
C18 1.4714 -5.3262 -0.3366
C19 1.1986 -5.3365 -1.6759
C20 0.4215 -4.3009 -2.1996
C21 -0.0570 -3.2960 -1.3834
H26 1.2231 -4.3157 1.4207
H27 2.0511 -6.0848 0.1681
H28 1.5714 -6.1368 -2.2967
H29 0.1751 -4.2965 -3.2533
H30 -0.6923 -2.5149 -1.7669

Cartesian forces (eV/Å) of the 3 atoms listed first:
0.13 -0.72 0.47
0.02 0.20 -0.05
0.14 -0.15 0.11

=====

No. 4
Entry from the OMol25 dataset: C21H30ClN3O2 in the gas phase (ωB97M-V with the def2-TZVPD basis set).

Properties
SMILES string   Cc1ccc(CC(=O)NCC(C)(C)NC(=O)[C@H]2CCN3CC[C@H]2C3)c(Cl)c1
Relative energy (zero: lowest compared OMol25 entry of this formula, charge and spin)   0.4559 eV

Geometry (Å):
C1 1.8088 7.8804 0.1212
C2 1.3029 6.6179 0.7519
C3 0.0735 6.0865 0.3989
C4 -0.3730 4.9119 0.9683
C5 0.3843 4.2102 1.8902
C6 -0.1281 2.9002 2.4146
C7 0.3408 1.7490 1.5375
O1 -0.3524 1.3073 0.6292
N1 1.5827 1.2888 1.8257
C8 2.2873 0.2498 1.1152
C9 3.1484 0.7003 -0.0555
C10 3.9791 1.9114 0.3385
C11 4.0505 -0.4667 -0.3859
N2 2.2930 1.0273 -1.1948
C12 2.5628 0.7282 -2.4986
O2 3.6225 0.2620 -2.8819
C13 1.5001 1.0395 -3.5459
C14 0.0662 1.2394 -3.0718
C15 -0.2689 2.6676 -2.6746
N3 0.3110 3.6762 -3.5409
C16 -0.0477 3.4317 -4.9442
C17 1.0524 2.4995 -5.5453
C18 1.9823 2.2305 -4.3515
C19 1.7643 3.5047 -3.5303
C20 1.5961 4.7676 2.2528
Cl1 2.5995 4.0194 3.4704
C21 2.0539 5.9480 1.6987
H1 1.0010 8.6015 0.0002
H2 2.5857 8.3418 0.7276
H3 2.2222 7.6764 -0.8684
H4 -0.5366 6.5860 -0.3441
H5 -1.3304 4.5044 0.6692
H6 0.1722 2.7533 3.4572
H7 -1.2125 2.8924 2.3759
H8 2.0890 1.7678 2.5499
H9 2.9525 -0.2048 1.8485
H10 1.5864 -0.5144 0.7879
H11 4.6045 1.6961 1.2123
H12 4.6284 2.1850 -0.4927
H13 3.3420 2.7704 0.5714
H14 4.5700 -0.7751 0.5262
H15 3.4814 -1.3135 -0.7716
H16 4.7834 -0.1978 -1.1345
H17 1.3648 1.3542 -0.9710
H18 1.5351 0.1507 -4.1815
H19 -0.6095 0.9195 -3.8796
H20 -0.1710 0.5506 -2.2530
H21 -1.3539 2.7983 -2.6660
H22 0.0745 2.8751 -1.6632
H23 -1.0475 3.0040 -5.0084
H24 -0.0747 4.3860 -5.4764
H25 0.6465 1.5812 -5.9723
H26 1.6012 3.0173 -6.3326
H27 3.0160 2.0788 -4.6501
H28 2.2388 4.3623 -4.0196
H29 2.1456 3.4490 -2.5088
H30 3.0126 6.3450 2.0147

Cartesian forces (eV/Å) of the 3 atoms listed first:
-0.01 0.09 -0.04
0.05 0.18 -0.06
-0.19 -0.01 -0.18

=====

No. 5
Entry from the OMol25 dataset: a molecular structure, C21H30CoN2O2Si2 (ωB97M-V with the def2-TZVPD basis set).

Properties
<S²>   3.82
Total charge   -2
Multiplicity   4

Geometry (Å):
Co1 -0.6693 -0.4566 -0.0490
O1 -2.2711 0.2052 0.3267
C1 -3.2465 -0.4228 -0.2129
C2 -4.5866 -0.2117 0.1654
C3 -5.6696 -0.8850 -0.4223
C4 -5.4505 -1.8052 -1.4413
C5 -4.1483 -2.0524 -1.8603
C6 -3.0805 -1.3828 -1.2395
C7 -1.7134 -1.7347 -1.6680
N1 -0.8219 -2.0028 -0.7798
N2 0.4476 -2.2356 -1.3051
C8 1.2768 -1.3607 -0.8041
O2 1.0807 -0.3672 -0.0724
C9 2.7592 -1.5374 -1.0914
C10 3.7496 -0.5965 -0.7585
C11 5.1037 -0.8489 -1.0071
C12 5.4924 -2.0504 -1.5979
C13 4.5289 -2.9944 -1.9437
C14 3.1761 -2.7386 -1.6934
H1 -4.7781 0.5057 0.9622
H2 -6.6728 -0.6820 -0.0663
H3 -6.2809 -2.3360 -1.8900
H4 -3.9451 -2.7864 -2.6309
H5 -1.5032 -1.7708 -2.7483
H6 3.4519 0.3369 -0.2849
H7 5.8413 -0.1064 -0.7241
H8 6.5425 -2.2510 -1.7802
H9 4.8164 -3.9374 -2.3963
H10 2.4300 -3.4870 -1.9465
C15 0.0311 1.9629 -2.1849
Si1 -0.0454 2.2585 -0.3201
C16 0.9250 3.8239 0.0592
C17 -1.8378 2.5185 0.1422
C18 0.7440 0.8274 0.5094
Si2 0.5695 0.4430 2.2930
C19 -1.1803 0.5748 2.9368
C20 1.6854 1.5759 3.2966
C21 1.1501 -1.3349 2.5625
H11 -0.3960 2.8143 -2.7230
H12 -0.5341 1.0656 -2.4535
H13 1.0670 1.8320 -2.5116
H14 0.5200 4.6710 -0.5028
H15 1.9768 3.7025 -0.2167
H16 0.8742 4.0662 1.1245
H17 -2.3060 3.2360 -0.5387
H18 -1.9327 2.9194 1.1545
H19 -2.4016 1.5825 0.0834
H20 1.7026 0.5008 0.0568
H21 -1.4938 1.6179 3.0247
H22 -1.2538 0.1263 3.9327
H23 -1.8839 0.0528 2.2811
H24 1.3624 2.6174 3.2113
H25 2.7200 1.5066 2.9480
H26 1.6618 1.2973 4.3544
H27 0.5177 -2.0325 2.0053
H28 1.0994 -1.5950 3.6239
H29 2.1835 -1.4575 2.2255
H30 -1.3850 0.8189 0.5856

Cartesian forces (eV/Å) of the 3 atoms listed first:
-1.28 4.82 2.89
-2.96 -2.89 1.74
-5.71 -2.43 -1.14

=====

No. 6
Entry from the OMol25 dataset: 6 unconnected molecules or ions with the total composition C21H30F15NO13P2 (ωB97M-V with the def2-TZVPD basis set).

Properties
SMILES string   CCOC(=O)C(F)(F)F.CCOC(=O)C(F)(F)F.CCOC(=O)C(F)(F)F.CCOC(=O)C(F)(F)F.CCOC(=O)C(F)(F)F.N#CO[PH3]P(O)O

Geometry (Å):
C1 3.9365 -1.7844 -5.1529
C2 4.4122 -0.4119 -4.7209
O1 4.9845 -0.4638 -3.4046
C3 6.2692 -0.8747 -3.3329
O2 6.9330 -1.1956 -4.2847
C4 6.7599 -0.8339 -1.8883
F1 5.8619 -1.3503 -1.0200
F2 7.0043 0.4313 -1.4750
F3 7.9022 -1.5203 -1.7042
H1 3.2477 -2.2024 -4.4137
H2 3.4305 -1.7317 -6.1163
H3 4.7728 -2.4823 -5.2389
H4 3.5606 0.2713 -4.6675
H5 5.1199 0.0146 -5.4376
C5 1.7062 -6.9632 -9.0948
C6 2.8586 -6.0141 -9.3562
O3 2.4093 -4.6507 -9.3290
C7 2.2925 -4.0909 -8.1062
O4 2.5315 -4.6622 -7.0731
C8 1.8566 -2.6329 -8.2267
F4 0.8556 -2.4608 -9.1160
F5 2.8694 -1.8373 -8.6367
F6 1.4182 -2.1215 -7.0594
H6 0.8895 -6.7778 -9.7977
H7 2.0301 -8.0013 -9.1949
H8 1.3001 -6.8228 -8.0903
H9 3.2614 -6.1929 -10.3562
H10 3.6781 -6.1692 -8.6485
C9 -3.1327 -0.1099 1.1984
C10 -2.1823 -1.0932 1.8513
O5 -1.2865 -1.6566 0.8787
C11 -0.2118 -0.9074 0.5617
O6 0.0227 0.1781 1.0319
C12 0.6751 -1.6430 -0.4389
F7 -0.0293 -2.2172 -1.4378
F8 1.3786 -2.6345 0.1444
F9 1.5769 -0.8298 -1.0294
H11 -3.6622 -0.5823 0.3660
H12 -3.8648 0.2571 1.9207
H13 -2.5926 0.7464 0.7869
H14 -2.7500 -1.9253 2.2755
H15 -1.6270 -0.6329 2.6732
C13 -3.2659 0.4857 7.9534
C14 -3.9810 -0.7310 7.4021
O7 -4.9764 -0.3407 6.4430
C15 -4.5300 -0.0985 5.1935
O8 -3.3761 -0.1841 4.8563
C16 -5.6930 0.2572 4.2712
F10 -6.5536 1.1333 4.8320
F11 -6.4217 -0.8304 3.9386
F12 -5.2870 0.8141 3.1119
H16 -3.9843 1.1992 8.3619
H17 -2.5653 0.1994 8.7407
H18 -2.7112 1.0058 7.1690
H19 -4.5064 -1.2458 8.2104
H20 -3.2800 -1.4497 6.9678
C17 -5.8566 5.8144 3.3362
C18 -5.1006 6.6070 4.3839
O9 -5.3227 6.0594 5.6924
C19 -4.5632 4.9939 6.0238
O10 -3.7426 4.4937 5.2974
C20 -4.8660 4.5465 7.4515
F13 -6.1898 4.5049 7.7140
F14 -4.3240 5.3800 8.3658
F15 -4.3868 3.3168 7.7244
H21 -6.9183 5.7566 3.5910
H22 -5.7537 6.2773 2.3526
H23 -5.4872 4.7879 3.2761
H24 -5.4724 7.6345 4.4054
H25 -4.0316 6.6580 4.1583
N1 5.3738 3.8791 -1.8667
C21 4.2257 3.4744 -1.8360
O11 2.9459 3.1895 -1.2658
P1 3.1454 1.8037 -0.1567
P2 3.5152 0.0973 1.2108
O12 3.2595 0.5881 2.8621
O13 5.2005 -0.3370 1.1834
H26 2.1273 1.0741 -0.8797
H27 2.7978 2.6547 0.9602
H28 4.5128 1.7210 -0.6550
H29 3.9472 1.2754 3.0701
H30 5.5657 0.1140 0.3866

Cartesian forces (eV/Å) of the 3 atoms listed first:
0.23 -0.29 0.19
-0.46 -0.06 -0.77
1.02 -0.03 0.73

=====

The calculation returns the following E values, one per record and in order: -52818.3064; -172191.9372; -109337.3163; -43353.5846; -82703.7191; -109709.3665 eV.
The calculation returns the following max |F| values, one per record and in order: 0.02699; 0.00931; 0.03843; 0.01593; 0.22727; 0.11984 Eh/bohr.